DFT (ωB97M-V/def2-TZVPD) results for C16H15N7O5S2Sn as an isolated structure.

Structure (XYZ):
```
46
Properties=species:S:1:pos:R:3
Sn -0.2640 0.2427 0.3859
N -0.3291 0.9689 4.7847
C -0.0710 0.4328 3.5578
S -1.4685 0.1698 2.5355
N 1.1648 0.2200 3.2433
N 1.3273 -0.2709 1.9656
C 2.4830 -0.7562 1.6937
C 2.8528 -1.3128 0.4134
C 4.2078 -1.5930 0.1870
C 4.6400 -2.0995 -1.0173
C 3.7060 -2.3445 -2.0253
C 2.3649 -2.0901 -1.8259
C 1.9154 -1.5749 -0.6062
O 0.6041 -1.3969 -0.4368
H -1.2721 0.9180 5.1291
H 0.4118 0.8919 5.4642
H 3.2328 -0.7356 2.4827
H 4.9166 -1.4000 0.9842
H 5.6876 -2.3122 -1.1783
H 4.0340 -2.7475 -2.9749
H 1.6296 -2.2875 -2.5945
O -5.7979 -3.4992 -2.0582
C -5.5794 -2.3088 -2.3345
O -6.1891 -1.4847 -3.0320
C -4.2904 -1.7398 -1.6738
C -3.4657 -2.5598 -0.9123
C -2.3268 -2.0439 -0.3342
N -2.0076 -0.7506 -0.4725
C -2.7958 0.0587 -1.2074
C -3.9326 -0.4029 -1.8278
C -2.3444 1.4963 -1.2793
O -2.8482 2.3126 -2.0005
O -1.3404 1.7888 -0.4506
H -3.7488 -3.5976 -0.7955
H -1.6411 -2.6459 0.2475
H -4.5515 0.2518 -2.4259
N 0.2352 2.7811 1.4832
N 0.8719 3.6254 0.5797
C 1.4659 3.1328 -0.5105
N 1.9800 4.0193 -1.3678
S 1.6768 1.4874 -0.8518
H -0.7733 2.8678 1.3899
H 0.5457 2.9748 2.4278
H 0.7061 4.6199 0.6432
H 1.9525 5.0109 -1.2010
H 2.4252 3.6832 -2.2036
```

Values from the calculation:
- Total energy: -2388.9491 a.u.
- LUMO energy: -0.83 eV
- Highest occupied orbital energy: -7.48 eV
- Energy above the lowest of the compared OMol25 structures with the same formula, charge and spin: 0.000 eV

Here are the Löwdin charges for atoms 1 to 2, given in e: Sn 0.951; N 0.072


DFT (ωB97M-V/def2-TZVPD) results for C57H48Br9N9O18 as an isolated structure in a non-equilibrium geometry.

Structure (XYZ):
```
141
Properties=species:S:1:pos:R:3
C -1.2777 -11.0376 -7.7479
Br -2.8418 -10.5470 -6.6865
Br -0.6395 -9.5728 -8.9447
Br -1.8100 -12.6119 -8.8811
H -0.4326 -11.3539 -7.1364
C 9.8984 -2.8792 -1.1558
Br 11.6430 -2.5135 -0.1767
Br 9.9497 -4.6523 -2.1110
Br 9.2937 -1.3491 -2.1969
H 9.1059 -3.0875 -0.4371
C 5.2186 -4.5825 -9.9733
Br 3.4692 -3.6122 -10.0817
Br 5.3173 -5.5270 -8.2488
Br 6.7028 -3.2700 -10.1154
H 5.1773 -5.2657 -10.8216
C -4.3845 -1.2828 -13.4705
C -5.1825 -1.2202 -14.5466
C -6.5035 -1.5691 -14.5160
C -7.0044 -2.0289 -13.2604
C -6.1953 -1.9993 -12.1390
C -4.8584 -1.6595 -12.2326
N -8.3925 -2.5079 -13.0636
O -9.0837 -2.5493 -14.0490
O -8.7636 -2.8755 -11.9522
H -3.3299 -1.0508 -13.4886
H -4.7194 -0.8692 -15.4570
H -7.1694 -1.4793 -15.3615
H -6.5075 -2.4786 -11.2230
H -4.2209 -1.9726 -11.4190
C -0.1025 -4.3467 7.4157
C 0.5122 -4.1538 8.6482
C 0.6775 -2.9300 9.2204
C 0.1669 -1.7558 8.5752
C -0.4790 -1.9295 7.3143
C -0.6265 -3.1816 6.7655
N 0.3521 -0.3893 9.1407
O 0.1702 0.5361 8.3765
O 0.4624 -0.3459 10.3481
H -0.1380 -5.3228 6.9549
H 0.8143 -5.0153 9.2252
H 1.1416 -2.8473 10.1920
H -0.8931 -1.0608 6.8240
H -1.1202 -3.2525 5.8076
C -2.0924 -2.4410 -3.7954
C -0.8199 -3.0652 -3.7373
C 0.0164 -2.8440 -2.7049
C -0.2629 -1.8323 -1.7845
C -1.5053 -1.1304 -1.8493
C -2.4285 -1.4642 -2.8339
N 0.7061 -1.4521 -0.7267
O 0.4418 -0.4359 -0.0918
O 1.6380 -2.2187 -0.5443
H -2.7392 -2.7464 -4.6047
H -0.5974 -3.7352 -4.5546
H 0.9751 -3.3412 -2.7124
H -1.6480 -0.2735 -1.2076
H -3.3186 -0.8670 -2.9669
C 9.2964 2.8534 3.4589
C 10.2579 2.5420 4.3961
C 9.8746 1.7999 5.4973
C 8.5696 1.2408 5.6431
C 7.6219 1.6200 4.6694
C 7.9957 2.4204 3.6272
N 8.2032 0.3363 6.6913
O 7.0416 0.0619 6.8485
O 9.1657 -0.1254 7.4529
H 9.5811 3.4455 2.6017
H 11.2861 2.8001 4.1900
H 10.5742 1.4425 6.2384
H 6.6063 1.2621 4.7529
H 7.3125 2.4669 2.7921
C -10.0042 0.0884 8.7485
C -8.7515 -0.4945 8.4818
C -8.1482 -0.2742 7.2659
C -8.7513 0.4660 6.2783
C -10.0156 1.1453 6.5761
C -10.6372 0.8183 7.7806
N -8.2043 0.5463 4.9152
O -8.8739 1.0938 4.0562
O -7.1385 -0.0270 4.6623
H -10.5321 -0.2063 9.6434
H -8.2905 -1.0359 9.2946
H -7.2031 -0.7655 7.0876
H -10.5114 1.7591 5.8386
H -11.5469 1.2941 8.1159
C 8.8159 -6.9887 5.8366
C 9.0012 -8.3359 6.2187
C 7.9540 -9.2202 6.0820
C 6.6648 -8.7407 5.7315
C 6.4901 -7.3916 5.4352
C 7.5966 -6.5369 5.3684
N 5.5070 -9.6583 5.5732
O 4.4968 -9.2795 5.0376
O 5.5639 -10.7388 6.0752
H 9.6702 -6.3403 5.9638
H 9.9936 -8.6823 6.4669
H 8.0622 -10.2545 6.3735
H 5.5981 -6.8953 5.0825
H 7.6563 -5.5085 5.0439
C 0.5964 7.6078 3.5263
C 0.8639 7.9749 2.2530
C 0.8877 9.3901 1.9130
C 0.5616 10.3633 2.9115
C 0.3101 9.9280 4.2591
C 0.3986 8.5706 4.5313
N 0.4703 11.8253 2.5228
O 0.8991 12.2028 1.4814
O -0.0847 12.6042 3.2195
H 0.4818 6.5444 3.6763
H 0.8554 7.1950 1.5060
H 0.9541 9.7259 0.8887
H 0.0479 10.5457 5.1054
H 0.2473 8.1169 5.4997
C 0.7580 2.9258 -6.6932
C 2.0555 2.5271 -6.8059
C 2.7394 2.5101 -7.9866
C 2.1122 2.9302 -9.1449
C 0.7340 3.3423 -9.0937
C 0.1520 3.3719 -7.8366
N 2.8318 2.9158 -10.4334
O 4.1016 2.7411 -10.4206
O 2.1891 2.9876 -11.4836
H 0.2764 2.9377 -5.7266
H 2.4847 2.2636 -5.8505
H 3.7269 2.0823 -8.0776
H 0.1599 3.6127 -9.9677
H -0.8695 3.7137 -7.7581
C -7.5962 7.5157 3.5562
C -6.2776 7.2263 3.2699
C -5.9832 6.6611 2.0226
C -6.9625 6.4142 1.0480
C -8.2846 6.7737 1.4062
C -8.6020 7.1573 2.6712
N -6.6970 5.7672 -0.2508
O -5.4994 5.6121 -0.5688
O -7.6117 5.2489 -0.8653
H -7.8282 8.0308 4.4767
H -5.5272 7.2731 4.0453
H -4.9776 6.3184 1.8285
H -9.0680 6.4322 0.7458
H -9.6371 7.3570 2.9057
```

Values from the calculation:
- Total energy: -27213.0503 a.u.
- LUMO energy: -1.03 eV
- Highest occupied orbital energy: -9.96 eV
- Energy above the lowest of the compared OMol25 structures with the same formula, charge and spin: 5.021 eV

Here are the Löwdin charges for atoms 1 to 2, given in e: C -1.500; Br 0.539


DFT (ωB97M-V/def2-TZVPD) results for C2H10N4 as an isolated structure.

Structure (XYZ):
```
16
Properties=species:S:1:pos:R:3
C -0.8672 0.7476 0.3423
C -2.1303 0.0271 -0.1062
N 0.5585 -1.0438 0.5665
N 0.3558 0.0207 -0.1431
N 1.3254 -2.0053 -0.0868
N 1.8479 1.1259 -0.2380
H 0.3797 -0.0671 -1.1689
H 1.9391 -1.5897 -0.7891
H 1.8721 -2.5018 0.6064
H 2.1825 1.1352 0.7221
H 1.4846 2.0597 -0.4125
H -0.7989 0.7803 1.4293
H -0.8274 1.7592 -0.0654
H -3.0095 0.5816 0.2129
H -2.1604 -0.9717 0.3209
H -2.1521 -0.0581 -1.1903
```

Values from the calculation:
- Total energy: -301.0531 a.u.
- LUMO energy: 1.02 eV
- Highest occupied orbital energy: -6.73 eV
- Energy above the lowest of the compared OMol25 structures with the same formula, charge and spin: 4.764 eV

Here are the Löwdin charges for atoms 1 to 2, given in e: C -0.200; C -0.088


DFT (ωB97M-V/def2-TZVPD) results for C3H2N4O in the gas phase in a non-equilibrium geometry.

Structure (XYZ):
```
10
Properties=species:S:1:pos:R:3
C -1.9839 -0.2597 -0.0614
C -0.8972 0.6640 0.0493
C 0.4959 0.0872 0.0596
H -0.9325 1.0526 1.0424
H -0.8595 1.4612 -0.6893
N -2.8382 -1.0107 -0.2112
N 0.8369 -1.2412 0.1903
N 2.1003 -1.4052 -0.0824
N 1.5322 0.7625 -0.1074
O 2.5460 -0.1109 -0.1900
```

Values from the calculation:
- Total energy: -409.6643 a.u.
- LUMO energy: -0.33 eV
- Highest occupied orbital energy: -12.08 eV
- Energy above the lowest of the compared OMol25 structures with the same formula, charge and spin: 1.737 eV

Here are the Löwdin charges for atoms 1 to 2, given in e: C -0.221; C -0.095


DFT (ωB97M-V/def2-TZVPD) results for C4H7NO2 in the gas phase.

Structure (XYZ):
```
14
Properties=species:S:1:pos:R:3
C 0.9956 0.8569 -0.2480
C -0.4048 0.3393 -0.5100
C 0.7535 -0.1740 -1.3118
O 1.2673 -1.4571 -1.1815
C -1.1276 -0.5278 0.4925
O -1.5796 -1.6253 0.2281
N -1.2635 0.0562 1.7221
H 1.6440 -1.5421 -0.2970
H 1.2655 1.8765 -0.5066
H 1.4734 0.4953 0.6649
H -1.0739 1.0218 -1.0320
H 0.7653 0.1227 -2.3567
H -0.9050 0.9781 1.9129
H -1.8102 -0.4207 2.4232
```

Values from the calculation:
- Total energy: -361.8282 a.u.
- LUMO energy: 0.79 eV
- Highest occupied orbital energy: -9.68 eV
- Energy above the lowest of the compared OMol25 structures with the same formula, charge and spin: 1.434 eV

Here are the Löwdin charges for atoms 1 to 2, given in e: C -0.057; C -0.160


DFT (ωB97M-V/def2-TZVPD) results for a 2-piece molecular cluster, C6H14NO overall in a non-equilibrium geometry.

Structure (XYZ):
```
22
Properties=species:S:1:pos:R:3
C -0.4199 0.7359 -1.6890
C -0.6331 -0.6038 -1.0763
C 0.5754 -0.8532 -0.2548
C 1.8300 -0.4934 -0.6265
C 0.1111 -2.9006 1.1055
C 0.4948 -1.6022 1.0418
N -0.8145 1.9683 -0.5669
H -0.8921 0.7641 -2.6985
H 0.6100 1.1424 -1.8638
H -0.9285 -1.4989 -1.7477
H -1.4701 -0.7399 -0.4978
H 2.2216 -0.0884 -1.4940
H 2.7372 -0.8535 -0.1889
H -0.2660 -3.4015 0.2201
H 0.3654 -3.5719 1.8279
H 1.0913 -1.1235 1.8592
H -1.7263 2.0036 -0.3072
H -0.5830 2.8093 -1.0106
H -0.2348 1.9814 0.2941
H -0.6133 1.3131 2.5125
H -0.6008 2.8573 2.9433
O -0.8543 2.1554 2.2176
```

Values from the calculation:
- Total energy: -366.6465 a.u.
- Charge: +1
- LUMO energy: -3.16 eV
- Highest occupied orbital energy: -12.49 eV
- Energy above the lowest of the compared OMol25 structures with the same formula, charge and spin: 3.286 eV

Here are the Löwdin charges for atoms 1 to 2, given in e: C -0.035; C -0.172